1.
The following is a DFT calculation (ωB97M-V with the def2-TZVPD basis set) of a structure of composition C50H100F30N10O25S10 in a non-equilibrium geometry.

Atoms and positions in Å:
C: -2.553 1.290 -5.564
C: -3.298 0.199 -4.863
N: -3.916 -0.785 -5.823
C: -4.974 0.034 -6.581
C: -2.939 -1.289 -6.812
C: -3.463 -2.269 -7.873
C: -4.467 -1.954 -5.097
C: -5.407 -1.665 -3.962
O: -4.654 -1.178 -2.884
C: -5.409 -1.136 -1.665
H: -2.073 1.818 -4.737
H: -3.171 1.920 -6.180
H: -1.754 0.834 -6.090
H: -4.134 0.495 -4.267
H: -2.606 -0.402 -4.314
H: -5.632 -0.691 -7.053
H: -4.439 0.654 -7.295
H: -5.488 0.670 -5.842
H: -2.155 -1.752 -6.224
H: -2.588 -0.438 -7.367
H: -3.566 -3.291 -7.472
H: -2.628 -2.338 -8.636
H: -4.337 -1.974 -8.419
H: -3.580 -2.495 -4.768
H: -4.922 -2.523 -5.861
H: -5.899 -2.663 -3.579
H: -6.145 -0.850 -4.197
H: -4.617 -0.834 -1.011
H: -5.898 -2.092 -1.398
H: -6.211 -0.325 -1.811
C: 6.588 -5.940 0.600
C: 7.888 -5.367 0.040
N: 8.454 -4.193 0.826
C: 8.684 -4.554 2.241
C: 9.820 -3.825 0.170
C: 10.454 -2.625 0.639
C: 7.512 -3.041 0.801
C: 7.230 -2.317 -0.557
O: 6.512 -3.256 -1.288
C: 5.977 -2.706 -2.537
H: 6.815 -6.549 1.477
H: 6.270 -6.566 -0.215
H: 5.792 -5.254 0.689
H: 7.769 -5.037 -0.990
H: 8.756 -6.077 0.051
H: 9.110 -5.541 2.363
H: 7.705 -4.522 2.790
H: 9.378 -3.880 2.723
H: 9.564 -3.838 -0.871
H: 10.412 -4.761 0.458
H: 11.458 -2.596 0.197
H: 10.674 -2.594 1.650
H: 9.972 -1.748 0.286
H: 7.982 -2.322 1.532
H: 6.560 -3.379 1.184
H: 8.035 -1.908 -1.145
H: 6.639 -1.529 -0.164
H: 5.506 -1.775 -2.199
H: 5.297 -3.416 -2.886
H: 6.731 -2.505 -3.253
C: 2.399 -0.681 3.738
C: 1.332 -0.498 4.776
N: 1.855 0.561 5.780
C: 0.970 0.459 7.016
C: 3.247 0.467 6.234
C: 3.699 -0.956 6.621
C: 1.674 1.990 5.169
C: 0.279 2.480 4.953
O: -0.419 1.850 3.922
C: -1.669 2.429 3.683
H: 2.557 0.231 3.168
H: 2.014 -1.411 3.074
H: 3.413 -0.972 4.051
H: 1.266 -1.453 5.316
H: 0.352 -0.238 4.454
H: -0.040 0.260 6.639
H: 0.996 1.323 7.648
H: 1.313 -0.416 7.523
H: 3.285 1.036 7.132
H: 3.917 0.824 5.488
H: 3.359 -1.166 7.680
H: 4.792 -0.952 6.658
H: 3.497 -1.794 5.889
H: 2.206 1.901 4.253
H: 2.085 2.682 5.826
H: 0.291 3.503 4.619
H: -0.284 2.471 5.843
H: -2.386 2.213 4.430
H: -1.904 2.128 2.659
H: -1.562 3.551 3.619
C: -6.058 2.282 3.029
C: -6.375 3.385 2.054
N: -5.493 3.642 0.942
C: -5.458 2.455 0.031
C: -6.097 4.760 0.055
C: -7.537 4.580 -0.245
C: -4.070 3.884 1.364
C: -3.087 4.376 0.306
O: -3.176 5.783 0.326
C: -2.473 6.455 -0.786
H: -6.016 1.266 2.547
H: -6.789 2.192 3.767
H: -5.154 2.335 3.570
H: -6.528 4.373 2.474
H: -7.346 3.029 1.640
H: -6.463 2.131 -0.242
H: -4.916 1.642 0.527
H: -5.004 2.797 -0.919
H: -5.401 4.896 -0.752
H: -5.884 5.632 0.600
H: -7.764 3.626 -0.684
H: -7.752 5.386 -1.004
H: -8.191 4.846 0.629
H: -3.763 2.874 1.719
H: -4.011 4.603 2.205
H: -3.324 4.007 -0.740
H: -2.105 3.972 0.637
H: -2.211 5.661 -1.551
H: -1.559 6.843 -0.372
H: -3.136 7.217 -1.172
C: 2.042 0.037 -1.202
C: 1.110 0.230 0.010
N: 0.081 -0.823 -0.074
C: -0.635 -0.861 1.236
C: -0.869 -0.530 -1.196
C: -1.461 0.854 -1.310
C: 0.563 -2.252 -0.390
C: 1.173 -2.961 0.810
O: 2.398 -2.437 1.260
C: 3.522 -3.023 0.562
H: 2.479 -0.972 -1.338
H: 2.858 0.688 -1.165
H: 1.468 0.251 -2.167
H: 0.625 1.124 0.104
H: 1.547 0.170 0.999
H: -1.343 -1.678 1.254
H: -1.127 0.092 1.378
H: 0.115 -0.977 2.003
H: -1.564 -1.395 -1.121
H: -0.305 -0.790 -2.139
H: -2.434 0.730 -1.832
H: -0.921 1.550 -1.968
H: -1.813 1.323 -0.395
H: 1.182 -2.323 -1.290
H: -0.329 -2.878 -0.620
H: 1.304 -4.025 0.523
H: 0.499 -2.903 1.631
H: 3.457 -2.881 -0.485
H: 3.533 -4.165 0.630
H: 4.478 -2.685 0.908
C: -3.943 -1.309 5.369
F: -3.070 -2.039 6.130
F: -5.116 -1.793 5.391
F: -4.056 -0.044 5.884
S: -3.061 -1.126 3.747
O: -3.766 -0.094 3.052
O: -1.680 -0.828 4.102
N: -3.373 -2.521 3.176
S: -4.067 -3.024 1.865
O: -5.502 -2.787 1.920
O: -3.440 -2.596 0.650
C: -3.580 -4.813 1.992
F: -4.240 -5.600 1.001
F: -2.273 -4.991 1.769
F: -3.966 -5.299 3.192
C: -4.986 5.604 -3.962
F: -3.724 5.887 -4.092
F: -5.479 6.339 -2.957
F: -5.588 6.073 -5.091
S: -5.196 3.747 -3.780
O: -4.696 3.307 -5.073
O: -4.412 3.342 -2.638
N: -6.784 3.681 -3.533
S: -7.529 2.276 -3.703
O: -6.960 1.547 -4.826
O: -7.707 1.619 -2.468
C: -9.147 2.949 -4.280
F: -9.794 1.946 -4.973
F: -9.971 3.285 -3.235
F: -9.049 3.932 -5.146
C: 1.052 5.187 1.867
F: 1.718 6.156 1.333
F: 1.724 4.706 2.915
F: -0.120 5.649 2.333
S: 0.683 3.928 0.581
O: 1.957 3.366 0.257
O: -0.340 3.037 1.088
N: 0.034 4.828 -0.522
S: 0.706 5.622 -1.733
O: -0.134 6.693 -2.144
O: 2.150 5.898 -1.589
C: 0.533 4.342 -3.035
F: 1.090 5.019 -4.090
F: 1.228 3.269 -2.723
F: -0.729 3.833 -3.312
C: 7.572 1.524 2.757
F: 7.808 1.629 1.443
F: 8.598 1.052 3.462
F: 7.308 2.818 3.139
S: 6.029 0.442 2.957
O: 4.933 1.385 2.936
O: 6.192 -0.532 1.891
N: 6.079 -0.213 4.422
S: 6.861 -1.571 4.712
O: 6.028 -2.737 4.941
O: 8.058 -1.782 3.933
C: 7.683 -1.214 6.282
F: 6.885 -0.607 7.174
F: 8.161 -2.343 6.815
F: 8.682 -0.335 6.062
C: -1.011 -4.824 -2.942
F: -2.330 -4.760 -2.771
F: -0.521 -4.869 -1.709
F: -0.737 -5.936 -3.567
S: -0.510 -3.296 -3.910
O: -0.724 -3.771 -5.259
O: -1.337 -2.244 -3.399
N: 0.917 -3.029 -3.482
S: 2.124 -3.803 -4.124
O: 3.212 -3.306 -3.361
O: 2.024 -5.248 -4.366
C: 2.264 -3.003 -5.744
F: 3.492 -2.706 -6.132
F: 1.622 -3.706 -6.660
F: 1.600 -1.810 -5.609

HOMO, eV: -9.31
Total energy, eV: -309424.963
Energy above the lowest of the compared OMol25 structures with the same formula, charge and spin, kJ/mol: 0.0
LUMO energy, eV: -0.1
2S+1: 1
Frontier orbital gap, eV: 9.2

Results of the Mulliken charge analysis, in e, for atoms 1 through 8: C -2.05; C 0.83; N 0.90; C -0.81; C -0.20; C -1.40; C -0.47; C -0.79

=====

2.
The following is a DFT calculation (ωB97M-V with the def2-TZVPD basis set) of a structure of composition C5H10N2O in a non-equilibrium geometry.

Atoms and positions in Å:
C: -0.793 0.450 -0.403
C: 2.214 1.146 0.034
N: -0.355 -0.022 0.750
C: 1.441 -0.115 0.035
C: -2.732 -0.312 0.267
C: 1.836 -1.347 -0.216
O: -0.813 1.782 -0.586
N: -2.703 -1.547 0.065
H: -0.772 2.206 0.286
H: -0.557 -1.001 0.907
H: -0.844 -0.088 -1.348
H: -3.587 -2.059 0.166
H: -3.650 0.276 0.443
H: 1.980 1.766 -0.835
H: 3.291 0.950 -0.015
H: 2.022 1.716 0.945
H: 2.888 -1.625 -0.235
H: 1.134 -2.176 -0.261

HOMO, eV: -6.92
Total energy, eV: -10368.960
Energy above the lowest of the compared OMol25 structures with the same formula, charge and spin, kJ/mol: 612.3
LUMO energy, eV: 0.9
2S+1: 1
Frontier orbital gap, eV: 7.8

Results of the Mulliken charge analysis, in e, for atoms 1 through 8: C 0.05; C -1.17; N -0.68; C 0.67; C -0.25; C -0.83; O -0.47; N -0.52

=====

3.
The following is a DFT calculation (ωB97M-V with the def2-TZVPD basis set) of the ion C11H15N3 with charge +2 in a non-equilibrium geometry.

Atoms and positions in Å:
C: -2.799 0.278 -1.780
C: -1.562 1.036 -2.114
N: -0.680 0.683 -1.045
C: -0.276 -0.581 -0.962
C: 0.512 -1.301 0.031
C: 0.889 -2.625 -0.328
C: 1.777 -3.294 0.463
C: 2.330 -2.791 1.646
C: 2.092 -1.458 1.953
C: 1.143 -0.674 1.132
C: 0.937 0.575 1.614
N: 1.031 1.517 2.435
N: -0.253 1.549 -0.160
C: -0.543 2.959 -0.196
H: -3.660 0.659 -2.250
H: -2.793 -0.623 -2.208
H: -2.919 0.210 -0.713
H: -1.667 2.066 -2.141
H: -1.177 0.703 -3.059
H: -0.506 -1.294 -1.835
H: 0.501 -3.070 -1.190
H: 1.908 -4.355 0.430
H: 2.972 -3.307 2.309
H: 2.530 -0.940 2.783
H: 0.655 1.499 3.437
H: 1.336 2.576 2.234
H: -0.768 3.444 -1.177
H: -1.414 3.265 0.461
H: 0.403 3.293 0.231

HOMO (alpha / beta), eV: -15.79 / -16.23
Total energy, eV: -16098.413
SMILES: CC[N+](/C=c1/ccccc1=C=[NH2+])=N\C
Energy above the lowest of the compared OMol25 structures with the same formula, charge and spin, kJ/mol: 379.3
LUMO energy (alpha / beta), eV: -9.5 / -9.5
2S+1: 1
Frontier orbital gap (alpha / beta), eV: 6.3 / 6.7
Charge: +2

Results of the Mulliken charge analysis, in e, for atoms 1 through 8: C -1.29; C -0.18; N 0.16; C -0.13; C 0.89; C -0.73; C -0.65; C -0.53

=====

4.
The following is a DFT calculation (ωB97M-V with the def2-TZVPD basis set) of a cluster of 2 separate species, C16H20O2 in total in a non-equilibrium geometry.

Atoms and positions in Å:
C: 3.037 -2.698 1.057
C: 2.026 -1.969 1.963
C: 0.626 -1.923 1.398
C: -0.139 -0.793 1.649
C: -1.507 -0.773 1.382
C: -2.034 -1.875 0.737
O: -3.383 -2.014 0.492
C: -1.274 -2.994 0.384
C: 0.049 -3.030 0.769
H: 4.017 -2.217 1.093
H: 2.683 -2.644 0.036
H: 3.192 -3.723 1.342
H: 1.997 -2.463 2.944
H: 2.425 -1.023 2.353
H: 0.313 0.103 2.028
H: -2.181 0.045 1.585
H: -3.857 -1.176 0.607
H: -1.830 -3.713 -0.204
H: 0.746 -3.821 0.507
C: 2.926 3.653 -0.472
C: 1.662 3.337 0.355
C: 0.665 2.519 -0.469
C: 0.867 1.135 -0.601
C: -0.007 0.419 -1.380
C: -1.142 1.046 -1.915
O: -1.884 0.225 -2.727
C: -1.439 2.349 -1.639
C: -0.457 3.129 -0.984
H: 3.857 3.499 0.078
H: 2.934 4.633 -0.950
H: 2.966 2.895 -1.262
H: 1.894 2.720 1.217
H: 1.131 4.216 0.672
H: 1.669 0.772 0.031
H: 0.158 -0.573 -1.761
H: -2.741 0.613 -2.930
H: -2.257 2.961 -1.999
H: -0.566 4.195 -0.856

HOMO, eV: -8.18
Total energy, eV: -21010.702
SMILES: CCc1ccc(O)cc1.CCc1ccc(O)cc1
Energy above the lowest of the compared OMol25 structures with the same formula, charge and spin, kJ/mol: 153.0
LUMO energy, eV: 0.6
2S+1: 1
Frontier orbital gap, eV: 8.8

Results of the Mulliken charge analysis, in e, for atoms 1 through 8: C -1.43; C -0.61; C 0.24; C -0.43; C -0.83; C 1.06; O -0.57; C -0.86

=====

5.
The following is a DFT calculation (ωB97M-V with the def2-TZVPD basis set) of a structure of composition C49H54I2N3 in a non-equilibrium geometry.

Atoms and positions in Å:
C: -1.275 -4.781 -0.094
C: 0.080 -4.254 0.500
I: 0.872 -5.180 2.314
C: 0.783 -3.232 -0.130
I: 2.678 -2.627 0.790
C: 0.340 -2.511 -1.449
C: 1.186 -1.161 -1.657
C: 0.404 -0.226 -2.704
N: -0.395 -1.004 -3.683
C: -1.332 -1.801 -2.895
N: -2.371 -2.254 -3.547
N: -1.091 -2.106 -1.487
H: -1.245 -4.994 -1.195
H: -1.540 -5.713 0.489
H: -2.085 -4.034 0.166
H: 0.523 -3.132 -2.374
H: 2.231 -1.368 -2.005
H: 1.159 -0.571 -0.690
H: 1.080 0.531 -3.187
H: -0.337 0.375 -2.095
H: 0.211 -1.658 -4.200
H: -3.084 -2.828 -3.098
H: -2.431 -2.086 -4.557
H: -1.279 -1.282 -0.904
C: 0.357 0.800 2.606
C: -0.636 0.304 1.768
C: -1.831 0.998 1.616
C: -2.031 2.194 2.295
C: -1.037 2.692 3.131
C: 0.155 1.992 3.290
H: 1.287 0.256 2.726
H: -0.477 -0.628 1.232
H: -2.608 0.607 0.966
H: -2.960 2.738 2.173
H: -1.191 3.625 3.660
H: 0.928 2.377 3.946
C: 4.826 2.408 1.849
C: 3.482 2.711 1.663
C: 2.996 3.966 2.015
C: 3.856 4.921 2.545
C: 5.201 4.619 2.727
C: 5.686 3.362 2.384
H: 5.204 1.429 1.578
H: 2.812 1.969 1.244
H: 1.946 4.199 1.876
H: 3.478 5.900 2.815
H: 5.872 5.364 3.139
H: 6.733 3.125 2.532
C: -7.015 2.392 0.761
C: -7.417 1.328 1.561
C: -6.827 0.079 1.406
C: -5.829 -0.104 0.456
C: -5.425 0.961 -0.341
C: -6.020 2.208 -0.192
H: -7.478 3.365 0.881
H: -8.191 1.473 2.306
H: -7.145 -0.751 2.026
H: -5.365 -1.078 0.339
H: -4.644 0.818 -1.082
H: -5.709 3.036 -0.818
C: -3.614 2.166 -5.477
C: -3.403 1.082 -4.632
C: -4.488 0.378 -4.121
C: -5.784 0.751 -4.461
C: -5.994 1.833 -5.308
C: -4.909 2.543 -5.812
H: -2.769 2.717 -5.873
H: -2.392 0.787 -4.372
H: -4.324 -0.464 -3.456
H: -6.629 0.199 -4.066
H: -7.003 2.123 -5.574
H: -5.074 3.389 -6.468
C: -1.773 6.028 -7.892
C: -0.489 6.405 -8.270
C: 0.456 5.436 -8.585
C: 0.115 4.089 -8.531
C: -1.169 3.712 -8.157
C: -2.112 4.681 -7.833
H: -2.509 6.784 -7.644
H: -0.226 7.455 -8.319
H: 1.459 5.730 -8.873
H: 0.851 3.333 -8.782
H: -1.436 2.661 -8.117
H: -3.112 4.387 -7.536
C: 4.388 -8.228 5.689
C: 3.588 -8.616 6.757
C: 2.271 -8.178 6.836
C: 1.751 -7.360 5.839
C: 2.550 -6.976 4.770
C: 3.870 -7.406 4.695
H: 5.416 -8.567 5.630
H: 3.991 -9.259 7.531
H: 1.649 -8.475 7.672
H: 0.722 -7.022 5.897
H: 2.144 -6.338 3.990
H: 4.494 -7.101 3.863
C: 7.144 -0.904 5.450
C: 6.148 -1.397 4.615
C: 4.955 -0.698 4.468
C: 4.761 0.498 5.150
C: 5.758 0.992 5.983
C: 6.948 0.289 6.137
H: 8.073 -1.451 5.567
H: 6.302 -2.326 4.078
H: 4.175 -1.085 3.821
H: 3.833 1.046 5.032
H: 5.608 1.926 6.513
H: 7.723 0.672 6.790

HOMO, eV: -10.62
Total energy, eV: -72351.892
LUMO energy, eV: -4.1
2S+1: 1
Frontier orbital gap, eV: 6.5
Charge: +1

Results of the Mulliken charge analysis, in e, for atoms 1 through 8: C -0.94; C 0.10; I 0.21; C -1.04; I 0.14; C 0.61; C -0.52; C -0.96

=====

6.
The following is a DFT calculation (ωB97M-V with the def2-TZVPD basis set) of the molecule C3H9BrNPS in a non-equilibrium geometry.

Atoms and positions in Å:
C: -1.032 -0.071 0.545
N: -0.026 -0.253 -0.478
C: -0.474 -1.221 -1.457
P: 0.745 1.091 -0.991
C: 1.682 1.791 0.391
S: 1.843 0.697 -2.609
Br: -0.977 2.502 -1.212
H: -2.021 0.420 0.228
H: -1.116 -1.178 0.943
H: -0.706 0.528 1.388
H: -1.274 -0.763 -2.160
H: 0.415 -1.536 -2.130
H: -0.913 -2.145 -1.015
H: 2.480 1.165 0.645
H: 2.102 2.797 -0.109
H: 1.168 2.099 1.297

HOMO, eV: -8.91
Total energy, eV: -94914.490
SMILES: CN(C)[P@@](C)(=S)Br
Energy above the lowest of the compared OMol25 structures with the same formula, charge and spin, kJ/mol: 0.0
LUMO energy, eV: 0.4
2S+1: 1
Frontier orbital gap, eV: 9.3

Results of the Mulliken charge analysis, in e, for atoms 1 through 8: C -1.05; N -0.02; C -0.85; P 0.67; C -1.01; S -0.42; Br -0.24; H 0.34